Entry from the Open Molecules 2025 dataset: a structure of composition C28H47BrNP3Tc at a distorted geometry (ωB97M-V/def2-TZVPD).

Cartesian coordinates (Å):
C (1.7096, 3.5791, -0.6138)
C (0.8310, 2.7651, -1.3490)
C (0.8226, 2.8397, -2.7564)
C (1.7742, 3.6734, -3.3687)
N (2.6393, 4.3882, -2.6554)
C (2.6155, 4.3806, -1.3262)
C (-0.0057, 1.8116, -0.6589)
C (-1.0884, 1.6164, 0.0051)
C (-2.4117, 1.9271, 0.3337)
C (-3.2155, 0.9157, 0.8658)
C (-4.5216, 1.2283, 1.2292)
C (-4.9026, 2.5317, 0.9454)
C (-4.1435, 3.5578, 0.3751)
C (-2.8384, 3.2273, 0.0465)
Tc (-0.2553, -0.2625, 0.0923)
P (1.9335, -0.5658, -0.5822)
H (0.1250, 2.2555, -3.3469)
H (1.7024, 3.5648, 0.4740)
H (1.8069, 3.7371, -4.4526)
H (3.3138, 5.0093, -0.7798)
H (-2.1459, 3.9258, -0.4093)
H (-2.8605, -0.1070, 1.0010)
H (-4.5512, 4.5464, 0.2063)
H (-5.1895, 0.5099, 1.6874)
C (2.6217, -2.2710, -0.3249)
C (3.8008, -2.7565, -1.1759)
H (1.7785, -2.9660, -0.4634)
H (2.8986, -2.3373, 0.7378)
H (4.0220, -3.7974, -0.9037)
H (3.5914, -2.7546, -2.2509)
H (4.7279, -2.1973, -1.0028)
C (2.2890, -0.2653, -2.3781)
C (3.6686, 0.2305, -2.8227)
H (1.5356, 0.4636, -2.7145)
H (2.0602, -1.2035, -2.9050)
H (3.6628, 0.3405, -3.9160)
H (3.9187, 1.2186, -2.4191)
H (4.4861, -0.4646, -2.5959)
C (3.1416, 0.5348, 0.2836)
C (4.6155, 0.1269, 0.3795)
H (2.7514, 0.6967, 1.3022)
H (3.0639, 1.5104, -0.2192)
H (5.1486, 0.8949, 0.9551)
H (4.7685, -0.8208, 0.9064)
H (5.1208, 0.0738, -0.5909)
Br (-6.7401, 2.9061, 1.4368)
P (-1.4828, -1.5421, -1.5396)
C (-0.4691, -2.5195, -2.7037)
C (-1.1172, -3.7797, -3.2745)
H (0.4525, -2.7840, -2.1596)
H (-0.1533, -1.8539, -3.5215)
H (-0.4036, -4.3179, -3.9116)
H (-1.4263, -4.4714, -2.4851)
H (-1.9895, -3.5564, -3.8989)
C (-2.5078, -2.7077, -0.5589)
C (-3.8719, -3.0684, -1.1425)
H (-2.6447, -2.2465, 0.4333)
H (-1.9124, -3.6172, -0.3830)
H (-4.4249, -3.7041, -0.4378)
H (-4.4894, -2.1811, -1.3224)
H (-3.7906, -3.6287, -2.0816)
C (-2.5633, -0.4377, -2.5251)
C (-3.0812, -0.9711, -3.8619)
H (-1.9659, 0.4722, -2.6975)
H (-3.4049, -0.1205, -1.8903)
H (-3.6943, -0.2066, -4.3572)
H (-2.2652, -1.2178, -4.5485)
H (-3.7166, -1.8558, -3.7433)
C (-1.5508, -1.3286, 3.1613)
P (-0.1100, -0.5507, 2.3204)
C (0.0594, 1.0538, 3.1830)
C (1.2865, -1.5661, 2.9634)
H (-2.4358, -0.7117, 2.9849)
H (-1.3784, -1.4239, 4.2398)
H (-1.7114, -2.3195, 2.7227)
H (0.4166, 0.9288, 4.2211)
H (0.7723, 1.6807, 2.6221)
H (-0.9147, 1.5701, 3.1907)
H (1.1420, -1.7972, 4.0258)
H (1.3328, -2.5021, 2.3975)
H (2.2325, -1.0304, 2.8309)

Output
Multiplicity: 4
LUMO (spin up / spin down), Eh: -0.4632 / -0.5648
Gap between HOMO and LUMO (spin up / spin down), eV: 6.3 / 4.5
Net charge: +4
HOMO (spin up / spin down), eV: -18.91 / -19.91
DFT total energy, a.u.: -4827.088100

Entry from the Open Molecules 2025 dataset: a structure of composition C28H47Cl3N2O3PRuSi at a distorted geometry (ωB97M-V/def2-TZVPD).

Cartesian coordinates (Å):
C (-1.1612, -1.5863, -4.6382)
C (-1.0238, -2.4942, -3.4370)
H (-0.1877, -1.5368, -5.1648)
H (-1.3734, -0.5598, -4.3033)
H (-1.9392, -1.9176, -5.3377)
C (-0.5919, -3.7599, -3.5364)
C (-0.1775, -4.3791, -4.8188)
H (-0.5172, -4.4055, -2.6542)
H (-0.1037, -3.6485, -5.6295)
H (-0.9027, -5.1397, -5.1063)
H (0.7982, -4.8488, -4.6934)
Ru (-1.1818, 0.8002, 0.7307)
Cl (-3.2594, -0.2909, 0.7667)
Cl (1.1761, 1.3036, 0.2585)
H (0.3711, 4.0535, 2.9663)
H (-2.1878, 5.9980, 1.9895)
C (0.4389, 4.3230, 1.9137)
C (-1.4207, 5.8436, 1.2100)
N (-0.8825, 4.4956, 1.3144)
H (0.9918, 3.5249, 1.4131)
C (-1.7762, 3.5148, 1.2468)
O (-1.5664, 2.3680, 1.7649)
H (-1.9241, 5.9471, 0.2370)
H (-2.7070, 3.7468, 0.7279)
H (0.9706, 5.2718, 1.8030)
H (-0.6035, 6.5691, 1.3220)
H (1.9748, -1.1930, -3.2048)
H (2.4054, -3.4704, -3.6037)
C (2.7388, -1.0897, -2.4349)
C (3.2262, -3.4618, -2.8704)
N (2.9963, -2.4090, -1.8895)
H (2.3692, -0.4410, -1.6480)
C (3.6303, -2.5239, -0.6690)
O (3.6484, -1.6421, 0.1911)
H (3.2614, -4.4478, -2.3655)
H (4.1340, -3.5092, -0.5355)
H (3.6573, -0.6901, -2.8871)
H (4.1805, -3.2757, -3.4021)
O (-0.3207, -0.6435, -2.5163)
C (-1.0913, -1.7186, -2.1076)
C (0.3587, -3.3442, -0.6871)
C (-0.8285, -2.6332, -0.8472)
H (1.1620, -3.0901, -1.3702)
C (0.4845, -4.4097, 0.2059)
H (-2.1736, -1.5181, -1.9208)
C (-1.8756, -2.9888, -0.0038)
H (1.4235, -4.9822, 0.2432)
C (-0.5671, -4.7349, 1.0484)
C (-1.7612, -3.9947, 0.9577)
H (-2.8410, -2.4859, -0.1272)
H (-0.4941, -5.5494, 1.7918)
H (-2.6228, -4.2359, 1.5992)
Si (-0.5295, 2.1831, -3.0313)
Cl (-2.0815, 1.6356, -1.2880)
C (1.2981, 2.0188, -2.8063)
C (-0.8792, 4.0772, -2.7932)
C (-1.1785, 1.8389, -4.7548)
H (1.6320, 0.9860, -2.8576)
H (1.7611, 2.4333, -1.9000)
H (1.7068, 2.5657, -3.6778)
H (-0.6041, 1.0965, -5.3246)
H (-1.1144, 2.7679, -5.3336)
H (-2.2222, 1.5333, -4.7731)
H (-1.9373, 4.3067, -2.5794)
H (-0.5815, 4.7497, -3.6330)
H (-0.3145, 4.4403, -1.9088)
C (0.7816, -1.6076, 2.0660)
P (-0.3407, -0.2571, 2.4075)
C (-1.6964, -0.9129, 3.3938)
C (0.5977, 0.9467, 3.4257)
C (-0.0992, 1.6883, 4.3757)
C (0.5990, 2.5581, 5.2108)
C (1.9902, 2.6732, 5.0662)
C (2.6872, 1.9174, 4.1176)
C (1.9919, 1.0259, 3.3145)
H (0.2079, -2.4684, 1.6974)
H (1.2527, -1.8298, 3.0444)
H (1.5257, -1.3381, 1.2919)
H (-1.3247, -0.9682, 4.4210)
H (-2.5752, -0.2550, 3.2956)
H (-1.9738, -1.8933, 2.9806)
H (-1.1887, 1.6044, 4.4442)
H (0.0452, 3.1336, 5.9771)
H (2.5433, 3.3061, 5.7651)
H (3.7694, 2.0103, 4.0009)
H (2.5069, 0.4452, 2.5614)

Output
Multiplicity: 6
LUMO (spin up / spin down), Eh: 0.0203 / -0.0670
Gap between HOMO and LUMO (spin up / spin down), eV: 5.1 / 5.7
HOMO (spin up / spin down), eV: -4.60 / -7.50
DFT total energy, a.u.: -3536.540508

Entry from the Open Molecules 2025 dataset: a cluster of 3 separate species, C28H47INO9Si in total at a distorted geometry (ωB97M-V/def2-TZVPD).

Cartesian coordinates (Å):
C (-2.8396, -0.2656, 4.0110)
C (-1.6661, -0.5104, 4.9984)
C (-0.3418, -0.4462, 4.2363)
O (0.6191, 0.0942, 4.7311)
O (-0.3341, -1.0695, 3.0091)
C (0.3737, -0.3500, 2.0207)
C (-0.5327, 0.6077, 1.2136)
N (0.1844, 0.9811, -0.0128)
C (0.9050, 2.1070, -0.0414)
C (1.0554, 3.0158, 1.1725)
C (-0.2587, 3.8970, 1.3059)
O (-0.9997, 3.7648, 0.1020)
Si (-2.6629, 4.1162, 0.2055)
C (-3.5759, 2.4885, -0.1180)
C (-3.2043, 4.8576, 1.8442)
C (-3.0567, 5.3368, -1.1674)
C (1.5705, 2.4947, -1.1594)
C (1.4971, 1.7200, -2.2967)
I (2.5982, 2.4191, -3.9421)
C (0.7417, 0.5316, -2.2705)
C (0.6674, -0.2882, -3.5490)
O (-0.4433, 0.2036, -4.3344)
O (0.0373, 0.9585, -5.4284)
C (0.1056, 0.1690, -1.0998)
C (-0.6625, -1.1397, -1.0607)
C (0.2991, -2.3797, -1.2042)
C (-1.8510, -1.1801, -2.0996)
C (-3.2227, -1.2839, -1.3635)
H (-3.7779, -0.0385, 4.5198)
H (-2.5695, 0.5886, 3.3736)
H (-2.9319, -1.1544, 3.3809)
H (-1.7681, -1.5236, 5.4140)
H (-1.6527, 0.1679, 5.8510)
H (0.7774, -1.0909, 1.3166)
H (1.2387, 0.2095, 2.3942)
H (-0.7455, 1.4747, 1.8402)
H (-1.5029, 0.1688, 0.9844)
H (1.1054, 2.3487, 2.0391)
H (1.9518, 3.6290, 1.0959)
H (0.0673, 4.9302, 1.4709)
H (-0.7947, 3.5060, 2.1814)
H (-4.6442, 2.5691, 0.1012)
H (-3.1218, 1.7433, 0.5519)
H (-3.3900, 2.1650, -1.1498)
H (-3.1379, 4.0641, 2.6079)
H (-4.2589, 5.1479, 1.7897)
H (-2.5679, 5.6717, 2.2053)
H (-2.7982, 6.3702, -0.9086)
H (-4.1400, 5.3238, -1.3534)
H (-2.5608, 5.0536, -2.1046)
H (2.1715, 3.3952, -1.1418)
H (1.5574, -0.2073, -4.1772)
H (0.4613, -1.3462, -3.4001)
H (-0.3972, 1.8172, -5.3121)
H (-1.1548, -1.3126, -0.1027)
H (1.3475, -2.0588, -1.1715)
H (0.1040, -3.1321, -0.4366)
H (0.1176, -2.8623, -2.1667)
H (-1.8588, -0.2017, -2.5826)
H (-1.7506, -2.0160, -2.7926)
H (-3.6027, -2.3069, -1.3197)
H (-3.9345, -0.7212, -1.9839)
H (-3.2164, -0.7729, -0.3953)
O (4.4041, 3.2020, 0.7224)
C (4.8442, 2.2050, 0.2257)
O (4.0495, 1.2233, -0.2678)
C (4.8556, 0.1093, -0.6982)
C (6.2373, 0.6941, -0.9450)
C (6.2997, 1.8181, 0.0861)
H (4.8562, -0.6444, 0.0924)
H (4.4234, -0.3249, -1.5986)
H (7.0363, -0.0383, -0.8508)
H (6.2861, 1.1169, -1.9501)
H (6.6652, 1.4677, 1.0526)
H (6.8930, 2.6595, -0.2605)
O (0.4997, -5.3097, -2.2594)
C (0.1624, -6.0202, -1.3564)
O (-1.0619, -5.9515, -0.7798)
C (-1.1260, -6.8530, 0.3420)
C (-0.0422, -7.8864, 0.0841)
C (1.0067, -7.0696, -0.6635)
H (-0.9474, -6.2821, 1.2562)
H (-2.1180, -7.2956, 0.3929)
H (0.3277, -8.3570, 0.9929)
H (-0.4272, -8.6722, -0.5676)
H (1.6996, -6.5717, 0.0169)
H (1.5516, -7.6684, -1.3878)

Output
LUMO, Eh: -0.1158
Gap between HOMO and LUMO, eV: 8.9
Net charge: +1
HOMO, eV: -12.07
DFT total energy, a.u.: -2413.981488

Entry from the Open Molecules 2025 dataset: a structure of composition C28H48BGeN8OV at a distorted geometry (ωB97M-V/def2-TZVPD).

Cartesian coordinates (Å):
V (-1.3453, 0.5927, 1.0399)
C (1.3255, 2.7762, 0.1190)
C (1.5049, 1.8392, 1.2687)
C (2.6173, 1.6831, 2.0941)
C (2.2828, 0.6880, 2.9813)
N (1.0342, 0.2639, 2.7118)
N (0.5486, 0.9763, 1.6408)
B (0.1086, -0.8472, 3.2837)
N (-1.2003, -0.1981, 3.7955)
C (-1.7267, -0.0863, 5.0324)
C (-2.9404, 0.5476, 4.9464)
C (-3.1216, 0.8283, 3.5912)
C (-4.2829, 1.4833, 2.9196)
N (-2.0637, 0.3758, 2.9021)
N (-0.2242, -1.8395, 2.1288)
C (0.1204, -3.1239, 1.9078)
C (-0.3659, -3.5126, 0.6823)
C (-1.0059, -2.3820, 0.1652)
C (-1.7204, -2.2187, -1.1371)
N (-0.9041, -1.3759, 1.0411)
N (0.7040, -1.6633, 4.4685)
C (0.0306, -2.7641, 5.0977)
C (0.7759, -3.1632, 6.1441)
C (1.8984, -2.2937, 6.1444)
C (3.0416, -2.2360, 7.0451)
N (1.7883, -1.3771, 5.0734)
H (1.8136, 3.7269, 0.3252)
H (1.7882, 2.3656, -0.7810)
H (0.2730, 2.9660, -0.0859)
H (3.5370, 2.2450, 2.0606)
H (2.8480, 0.2620, 3.7939)
H (-1.2056, -0.4471, 5.9068)
H (-3.6137, 0.7919, 5.7518)
H (-4.7576, 2.1964, 3.5894)
H (-3.9737, 2.0081, 2.0167)
H (-5.0311, 0.7380, 2.6462)
H (0.6910, -3.6919, 2.6270)
H (-0.2831, -4.4860, 0.2256)
H (-2.5557, -2.9156, -1.2056)
H (-2.1129, -1.2084, -1.2551)
H (-1.0536, -2.4398, -1.9713)
H (-0.9137, -3.1255, 4.7151)
H (0.5789, -3.9637, 6.8398)
H (2.9530, -2.9392, 7.8669)
H (3.9639, -2.4408, 6.4829)
H (3.1714, -1.2149, 7.4233)
C (-1.0265, -2.3427, -5.9588)
C (-0.6554, -1.0973, -5.1698)
C (0.3684, -0.1994, -5.8569)
C (0.7397, 0.9452, -4.9168)
Ge (1.1134, 0.0588, -3.2675)
C (2.5699, -1.1112, -2.8470)
C (3.7579, -0.2269, -2.4238)
C (4.0007, 0.9250, -3.3984)
C (5.3365, 1.6230, -3.1820)
H (-1.7468, -2.9609, -5.4242)
H (-0.1484, -2.9516, -6.1783)
H (-1.4781, -2.0523, -6.9085)
H (-0.2163, -1.4167, -4.1769)
H (-1.5497, -0.5176, -4.9243)
H (-0.0165, 0.2071, -6.7938)
H (1.2514, -0.7900, -6.1122)
H (-0.0892, 1.6281, -4.7302)
H (1.6172, 1.5127, -5.2293)
H (0.2127, 0.3379, -2.0532)
H (2.8009, -1.6977, -3.7380)
H (2.2440, -1.7858, -2.0560)
H (4.6433, -0.8607, -2.3546)
H (3.5837, 0.1785, -1.4223)
H (3.1875, 1.6686, -3.2799)
H (3.9376, 0.5528, -4.4260)
H (5.4492, 1.9477, -2.1458)
H (5.4398, 2.4970, -3.8234)
H (6.1570, 0.9423, -3.4109)
C (-2.3257, 2.1453, -2.4159)
C (-2.9550, 2.2287, -1.0383)
C (-3.0758, 3.6650, -0.5743)
C (-4.2982, 1.5138, -1.0096)
O (-2.0373, 1.5415, -0.1039)
H (-2.8974, 2.7645, -3.1062)
H (-2.3305, 1.1172, -2.7883)
H (-1.2993, 2.5201, -2.3897)
H (-3.8414, 4.1717, -1.1614)
H (-2.1350, 4.2037, -0.7016)
H (-3.3652, 3.7111, 0.4754)
H (-4.8732, 1.7749, -1.8974)
H (-4.8869, 1.7979, -0.1368)
H (-4.1599, 0.4310, -1.0036)

Output
Multiplicity: 4
LUMO (spin up / spin down), Eh: -0.3145 / -0.4139
Gap between HOMO and LUMO (spin up / spin down), eV: 7.9 / 5.6
Net charge: +3
HOMO (spin up / spin down), eV: -16.42 / -16.90
DFT total energy, a.u.: -4653.958548

Entry from the Open Molecules 2025 dataset: a cluster of 10 separate species, C28H48Br12O8 in total at a distorted geometry (ωB97M-V/def2-TZVPD).

Cartesian coordinates (Å):
O (0.0747, 2.1165, -2.0752)
C (-0.5735, 2.8275, -2.7760)
C (-1.5332, 2.4314, -3.8491)
C (-2.2348, 3.7561, -4.1446)
C (-1.2012, 4.7872, -3.7059)
O (-0.6058, 4.2007, -2.5505)
H (-0.9785, 1.9916, -4.6856)
H (-2.1893, 1.6353, -3.5067)
H (-2.3846, 3.7250, -5.2358)
H (-3.2264, 3.7591, -3.7056)
H (-0.5029, 4.9303, -4.5399)
H (-1.6638, 5.7570, -3.3868)
O (-3.7965, 0.3189, -2.6430)
C (-3.8178, -0.6088, -3.3479)
C (-4.1123, -2.0893, -3.0094)
C (-4.1307, -2.7770, -4.3636)
C (-3.1236, -1.9295, -5.1407)
O (-3.2636, -0.6120, -4.6158)
H (-3.2054, -2.4109, -2.4536)
H (-5.0031, -2.2305, -2.4356)
H (-3.9898, -3.8313, -4.3201)
H (-5.1037, -2.6962, -4.8837)
H (-2.0698, -2.3484, -4.9803)
H (-3.1492, -1.8388, -6.2019)
O (-4.0745, -2.9418, 4.5510)
C (-3.8144, -1.8914, 4.0709)
C (-4.1607, -0.5605, 4.6178)
C (-3.1479, 0.3897, 3.9757)
C (-2.9576, -0.2713, 2.6163)
O (-3.1034, -1.7170, 2.8857)
H (-5.1673, -0.3527, 4.3048)
H (-4.0027, -0.5159, 5.6975)
H (-3.4062, 1.4289, 4.0284)
H (-2.1908, 0.2884, 4.4606)
H (-3.6926, 0.0949, 1.8568)
H (-1.9924, -0.0640, 2.2009)
O (1.9266, 1.0500, 1.6368)
C (1.6037, 0.5342, 0.6135)
C (2.4108, 0.4867, -0.7480)
C (1.8046, -0.7647, -1.4885)
C (0.3567, -0.8078, -0.8653)
O (0.5677, -0.3008, 0.5121)
H (2.2610, 1.4570, -1.2465)
H (3.4721, 0.3562, -0.4817)
H (1.6955, -0.7260, -2.5587)
H (2.3186, -1.7396, -1.3375)
H (-0.3720, -0.1003, -1.3676)
H (-0.0438, -1.7827, -0.7742)
Br (6.1817, -1.1807, 4.4977)
C (5.0258, -2.3275, 3.4663)
C (4.5540, -1.6561, 2.1441)
Br (4.7048, -2.7650, 0.5060)
H (4.2419, -2.5414, 4.1684)
H (5.5624, -3.2530, 3.1712)
H (5.1216, -0.7876, 1.9455)
H (3.5202, -1.4151, 2.2518)
Br (0.6481, 4.3211, 2.6723)
C (-1.2215, 4.2549, 2.2517)
C (-1.3921, 3.6278, 0.8942)
Br (-3.2606, 3.7857, 0.3319)
H (-1.6712, 5.2223, 2.2606)
H (-1.7314, 3.6276, 2.9787)
H (-1.1968, 2.5711, 1.0496)
H (-0.7305, 4.0236, 0.1227)
Br (-0.0461, -1.1079, 5.7144)
C (0.6857, 0.1034, 4.4455)
C (1.1978, 1.2984, 5.0786)
Br (-0.2599, 2.2435, 6.0451)
H (-0.0757, 0.4031, 3.7259)
H (1.3828, -0.5078, 3.9392)
H (1.6175, 1.9778, 4.3272)
H (1.9286, 1.2717, 5.8747)
Br (3.9742, 4.1729, 3.8593)
C (4.7553, 2.8454, 2.7112)
C (4.3577, 3.0436, 1.3161)
Br (5.4411, 1.7000, 0.3208)
H (4.4035, 1.8741, 3.0125)
H (5.8512, 2.9237, 2.9239)
H (4.7264, 3.9527, 0.9163)
H (3.2915, 2.8617, 1.1233)
Br (0.1203, -1.3102, -5.6188)
C (1.9173, -2.0334, -5.6475)
C (2.0145, -3.5306, -5.3385)
Br (2.2643, -3.8552, -3.4185)
H (2.6403, -1.4381, -5.1332)
H (2.2275, -1.9967, -6.6979)
H (2.9124, -3.9778, -5.7253)
H (1.1073, -4.0737, -5.6354)
Br (-1.2068, -4.4376, -0.9787)
C (-0.9194, -4.0917, 0.8975)
C (0.5475, -4.1366, 1.2456)
Br (0.9865, -3.4590, 2.9802)
H (-1.3961, -4.7722, 1.6337)
H (-1.2922, -3.0774, 1.0639)
H (1.0685, -3.6317, 0.5069)
H (0.9139, -5.1555, 1.2152)

Output
LUMO, Eh: 0.0013
Gap between HOMO and LUMO, eV: 9.6
HOMO, eV: -9.53
SMILES string: O=C1CCCO1.O=C1CCCO1.O=C1CCCO1.O=C1CCCO1.BrCCBr.BrCCBr.BrCCBr.BrCCBr.BrCCBr.BrCCBr
DFT total energy, a.u.: -32585.816508